{"formula": "C27H28CoN2Si", "method": "ωB97M-V/def2-TZVPD", "symbols": ["C", "C", "C", "H", "C", "C", "H", "H", "H", "H", "Co", "C", "H", "H", "H", "Si", "C", "C", "H", "C", "H", "C", "H", "C", "H", "C", "H", "C", "C", "H", "C", "H", "C", "H", "C", "H", "C", "H", "H", "H", "N", "C", "C", "C", "C", "C", "C", "C", "C", "N", "C", "H", "H", "H", "H", "H", "H", "H", "H"], "positions_angstrom": [[-1.962, 0.491, 3.518], [-1.381, -0.644, 2.832], [-0.020, -0.296, 2.449], [-1.779, -1.654, 2.802], [0.155, 1.135, 2.750], [-1.046, 1.579, 3.446], [-1.180, 2.568, 3.870], [-2.920, 0.477, 4.037], [0.771, -0.965, 2.144], [1.101, 1.668, 2.637], [-1.038, 0.786, 1.222], [0.436, 0.650, -1.738], [1.052, 0.955, -0.850], [-0.204, 1.570, -1.788], [-0.293, -0.143, -1.410], [1.639, -1.397, -0.594], [1.553, -2.719, -2.044], [1.502, -4.012, -1.478], [1.524, -4.088, -0.373], [1.455, -5.193, -2.240], [1.488, -6.165, -1.730], [1.398, -5.097, -3.637], [1.376, -6.007, -4.235], [1.383, -3.838, -4.262], [1.352, -3.781, -5.362], [1.433, -2.662, -3.471], [1.397, -1.688, -3.985], [3.453, -0.941, -0.698], [4.460, -1.763, -1.273], [4.169, -2.606, -1.917], [5.824, -1.609, -0.944], [6.578, -2.352, -1.271], [6.212, -0.513, -0.138], [7.264, -0.399, 0.151], [5.256, 0.447, 0.272], [5.587, 1.310, 0.883], [3.903, 0.260, -0.069], [3.157, 1.005, 0.230], [1.208, -1.926, 0.716], [0.826, 0.598, -2.747], [-2.604, -0.040, 0.355], [-3.617, 1.008, 0.428], [-4.954, 0.713, 0.594], [-5.828, 1.803, 0.815], [-5.368, 3.116, 0.926], [-3.976, 3.425, 0.804], [-3.372, 4.683, 1.042], [-1.997, 4.802, 1.061], [-1.197, 3.667, 0.880], [-1.736, 2.449, 0.626], [-3.124, 2.324, 0.515], [-2.862, -0.902, 0.848], [-2.495, -0.358, -0.616], [-5.351, -0.302, 0.548], [-6.908, 1.629, 0.919], [-6.043, 3.965, 1.117], [-4.029, 5.528, 1.225], [-1.515, 5.749, 1.256], [-0.116, 3.701, 0.954]], "forces_ev_per_a": [[0.9558, -0.4583, -0.9253], [1.4516, 0.6835, 1.6378], [0.0324, 0.4904, 1.9066], [-0.0445, 0.2469, -0.0871], [0.2402, -0.9631, 1.8164], [0.8443, -1.0334, -0.3379], [-0.1162, -0.1199, -0.1848], [0.2153, 0.1736, -0.4086], [-0.2689, 0.1408, 0.0583], [-0.3893, -0.0786, 0.1987], [-0.3410, -0.5281, -1.0401], [-2.4949, 2.2786, 1.4034], [0.1313, -0.5707, -1.3676], [-0.0451, -0.2812, -0.2680], [0.9427, 0.6275, -0.8539], [1.3978, -1.4639, -2.0326], [-1.2543, -0.7381, 0.1562], [0.1559, -0.3060, 0.2018], [0.0540, -0.1650, -0.7189], [0.0520, 0.5200, -0.0826], [-0.1088, 0.4675, -0.3551], [0.1034, 0.2295, 0.2707], [-0.0052, 0.2396, 0.0835], [0.0870, 0.3438, 0.7848], [-0.0566, 0.0991, 0.7059], [0.2225, 0.0009, 0.3267], [0.1041, -0.5085, 0.2927], [1.2858, 1.2486, 0.1373], [0.0327, -0.4478, 0.6036], [0.0831, 0.3098, 0.4781], [-0.3444, 0.7142, 0.2348], [-0.6380, 0.6593, 0.0874], [-0.5526, -0.1342, -0.1968], [-0.4852, -0.0285, -0.0893], [0.2174, -0.3186, -0.3486], [-0.3377, -0.5612, -0.6013], [0.3016, -0.8761, 0.4565], [0.2970, -0.2297, 0.1264], [0.3063, -0.6630, -0.1248], [0.6620, -0.6448, 0.3284], [-1.3674, -0.9806, -1.8708], [-0.6366, -1.1702, 0.2592], [0.3107, 0.9685, -0.2401], [-0.3921, 1.1401, 0.1766], [0.0146, -0.0575, -0.1971], [-0.2208, -1.2787, -0.3070], [0.1253, -0.1357, -0.0957], [-0.4157, 0.0953, -0.0645], [-1.2575, -1.6806, -0.5917], [-0.9445, 3.1869, -0.6440], [1.2389, 0.9169, 1.0688], [-0.2159, 0.6484, 0.0338], [0.0297, 0.3540, 0.1651], [0.2671, 0.2440, 0.0365], [0.5832, -0.0051, -0.0268], [0.1491, -0.6750, -0.0786], [0.2222, 0.0212, 0.0407], [-0.0714, 0.0403, -0.0090], [-0.1123, 0.0128, 0.0718]], "charge": 1, "lumo_ha": [-0.14508, -0.15074], "relative_energy_kcal_mol": 48.8, "orbital_gap_ev": [4.8, 6.9], "multiplicity": 5}